17 unconnected molecules or ions with the total composition C72H160F2O15, computed with wB97M-V/def2-TZVPD.

Geometry as XYZ:
```
249
Properties=species:S:1:pos:R:3:forces:R:3
F -1.239886 3.152098 2.450276 0.2 -0.7 0.4
C -1.019626 4.396315 2.029252 -0.1 0.9 -0.5
C -2.123892 5.239291 1.952208 0.4 0.2 -0.7
C -1.924975 6.488901 1.400139 1.0 1.0 -0.2
C -0.649210 6.931057 0.988559 0.1 -0.6 0.1
C 0.446467 6.076952 1.090697 -0.8 -0.6 0.8
C 0.255019 4.798001 1.630822 -0.4 -0.1 0.0
H -3.142694 4.963857 2.181511 0.2 -0.5 0.3
H -2.758775 7.171532 1.328128 -0.1 0.0 -0.1
H -0.439048 7.909003 0.581320 -0.5 0.2 0.0
H 1.450296 6.376850 0.828417 -0.1 0.1 -0.2
H 1.087246 4.116536 1.727858 0.0 -0.2 0.0
F 3.649502 0.873650 -3.398077 0.8 0.5 -0.9
C 4.431194 1.048564 -4.515449 0.3 0.4 -1.0
C 3.811051 1.146677 -5.780045 0.2 -0.4 1.0
C 4.581048 1.205147 -6.941972 0.8 0.3 0.7
C 5.978101 1.281030 -6.831561 -0.7 -1.0 0.5
C 6.574306 1.262512 -5.562318 0.0 0.8 -1.1
C 5.832875 1.167063 -4.411746 -1.6 -0.5 0.7
H 2.734260 1.086056 -5.837106 -0.1 0.0 0.0
H 4.106692 1.223083 -7.912060 -0.1 -0.1 0.0
H 6.597000 1.108715 -7.699698 0.1 0.6 -0.2
H 7.630667 1.479780 -5.504939 0.2 -0.5 0.1
H 6.298038 1.098159 -3.439501 0.0 0.2 0.1
C 0.648197 7.136088 -5.546110 -0.1 1.1 0.6
C 0.144719 7.534238 -4.139699 -0.4 -0.2 -1.7
O -0.786608 6.525381 -3.834613 0.0 -0.8 1.2
C -1.473103 6.712065 -2.601491 0.1 0.1 0.5
C -2.217001 5.447305 -2.173316 0.2 -0.4 -0.8
H 1.041100 6.119438 -5.558564 0.2 0.2 0.1
H -0.146182 7.197587 -6.289940 -0.1 -0.1 0.2
H 1.394771 7.877720 -5.830206 0.3 -0.3 -0.2
H 0.985384 7.720350 -3.471305 0.1 -0.8 0.6
H -0.379103 8.490016 -4.153297 -0.2 0.3 -0.3
H -0.775581 7.018158 -1.821829 0.3 0.0 0.1
H -2.159382 7.548688 -2.732616 -0.4 0.1 0.0
H -3.006372 5.563468 -1.430687 0.0 0.5 -0.2
H -1.593213 4.649023 -1.771156 0.5 0.2 0.0
H -2.636842 5.029245 -3.088221 -0.4 -0.1 0.0
C -0.865173 2.357005 -5.503722 -1.0 1.1 0.3
C -1.274562 3.769387 -6.008016 0.5 -1.2 -0.8
O -1.622597 3.646051 -7.407820 0.4 -1.7 1.7
C -2.005965 4.812919 -7.988970 0.4 2.0 -1.4
C -2.304031 4.557027 -9.462879 -0.4 -0.9 0.6
H -0.592949 2.462488 -4.453550 0.2 -0.1 0.1
H -1.767143 1.745049 -5.511992 0.2 -0.3 -0.2
H -0.046655 1.884640 -6.046865 -0.2 0.2 -0.2
H -2.118804 4.174202 -5.449909 -0.2 -0.1 0.1
H -0.453388 4.467135 -5.843931 0.1 0.2 -0.4
H -2.900949 5.268023 -7.564727 -0.2 0.0 0.5
H -1.184711 5.519630 -7.869855 0.1 0.5 0.0
H -2.520721 5.424458 -10.086348 0.2 0.1 0.3
H -3.200577 3.941942 -9.385594 -0.2 -0.1 -0.6
H -1.531765 3.927876 -9.905469 0.1 0.2 -0.1
C -3.953803 0.730739 -3.493832 0.8 0.7 -0.7
C -4.501916 1.935888 -2.750495 -0.6 -0.6 -0.2
O -4.615524 1.689034 -1.366358 -1.8 0.7 -1.1
C -3.450805 1.635042 -0.647004 0.4 -1.0 1.1
C -3.886314 1.502157 0.826024 0.2 0.3 -1.2
H -4.433062 -0.214463 -3.238852 0.0 0.2 0.2
H -4.091647 0.924707 -4.557538 -0.2 -0.2 -0.2
H -2.870641 0.673861 -3.386004 0.1 -0.4 0.3
H -3.982469 2.868066 -2.972567 0.7 0.0 0.2
H -5.488060 2.126075 -3.174138 -0.4 -0.1 0.6
H -2.887663 0.740700 -0.913704 0.3 -0.3 -0.2
H -2.808940 2.490233 -0.858577 0.1 0.4 0.2
H -4.322915 2.467525 1.082067 0.4 0.0 0.7
H -3.041344 1.136120 1.409246 -0.1 0.5 0.4
H -4.704636 0.785335 0.894008 0.1 -0.1 -0.1
C -3.233028 2.029829 5.472896 -0.4 0.2 0.4
C -4.431066 3.030035 5.581757 3.3 -0.6 -0.3
O -5.194750 2.739491 4.489780 -1.8 -0.5 -0.7
C -6.138600 3.714231 4.105319 -0.9 -0.4 -0.1
C -7.161038 2.945866 3.300503 0.1 -0.1 -0.7
H -2.447103 2.274035 6.187585 0.1 0.1 -0.1
H -3.540753 1.006784 5.689163 -0.3 0.0 0.2
H -2.834938 1.982859 4.459279 0.0 0.5 0.0
H -4.846024 2.920500 6.583708 -0.7 0.2 -0.1
H -4.039919 4.030249 5.395554 0.2 0.4 0.7
H -6.642839 4.203726 4.938526 0.3 0.0 0.4
H -5.690084 4.487959 3.482198 0.3 0.2 0.0
H -7.578291 2.122320 3.879962 0.1 0.0 0.0
H -6.608516 2.545600 2.450444 -0.2 -0.4 -0.1
H -7.980715 3.530474 2.882816 0.1 0.3 0.2
C 6.891023 -6.377430 2.187485 -0.4 0.3 -0.1
C 7.119608 -4.859816 2.189868 0.4 -1.3 -0.2
O 6.183916 -4.267753 1.297494 0.3 -0.4 1.1
C 6.117219 -2.879839 1.411284 -1.1 1.1 -0.2
C 4.832754 -2.413359 0.671159 1.2 0.1 -0.4
H 7.235141 -6.823517 1.254371 0.0 0.0 0.1
H 7.361680 -6.880192 3.032359 0.3 0.2 -0.1
H 5.825541 -6.589575 2.275983 -0.1 0.1 0.0
H 7.123518 -4.504412 3.220282 -0.8 0.5 0.1
H 8.153255 -4.689612 1.888714 0.2 0.3 -0.5
H 6.063053 -2.504930 2.433347 -0.2 -0.5 0.6
H 7.036828 -2.411960 1.059850 0.1 0.1 -0.7
H 4.833875 -1.344053 0.459800 0.2 0.2 0.3
H 3.907667 -2.641444 1.200581 0.2 -0.3 0.0
H 4.858600 -2.867398 -0.319433 -0.3 -0.3 0.0
C -1.202381 -5.615378 3.503629 1.2 -0.1 1.0
C -0.087765 -5.313988 4.617278 -1.6 -1.2 -1.5
O 1.171316 -5.375236 3.971842 -0.5 0.0 -0.5
C 2.183413 -4.633734 4.562831 0.9 1.0 0.7
C 3.458466 -4.650649 3.719036 -0.6 -0.7 -0.2
H -2.168837 -5.902584 3.917838 -0.2 0.8 0.4
H -1.232686 -4.747736 2.844551 -0.4 -0.2 -0.1
H -1.007552 -6.517654 2.923935 0.8 0.1 -0.1
H -0.329019 -4.357711 5.081423 0.4 0.3 -0.1
H -0.160718 -6.083987 5.385319 0.2 -0.1 0.2
H 1.909761 -3.586617 4.692267 -0.5 0.4 -0.2
H 2.344420 -4.959032 5.590625 0.3 -0.4 0.2
H 3.144109 -4.625866 2.675648 0.1 0.1 -0.1
H 4.009904 -5.580542 3.858066 0.1 0.0 0.0
H 4.117587 -3.799315 3.889015 -0.1 0.0 0.2
C -4.717322 -6.269070 0.295279 -1.3 1.2 -0.9
C -3.280558 -5.876748 -0.032182 -1.1 -1.2 0.3
O -2.774144 -7.148497 -0.263467 -0.3 -1.6 0.0
C -1.405396 -7.245337 -0.459162 -0.2 -0.6 0.0
C -1.034455 -8.733880 -0.574172 0.1 0.2 -0.3
H -5.346901 -5.431171 0.594706 0.2 0.0 0.6
H -5.211080 -6.552258 -0.634288 0.2 -0.3 -0.3
H -4.833034 -7.142235 0.937379 0.5 0.3 0.3
H -3.180550 -5.298737 -0.950869 -0.2 0.5 0.1
H -2.784323 -5.390018 0.807433 0.2 0.1 0.0
H -1.231354 -6.770982 -1.424976 0.9 0.4 0.1
H -1.005544 -6.717638 0.406713 1.1 0.0 -0.2
H 0.036428 -8.928948 -0.517179 0.0 0.3 0.1
H -1.343266 -9.080717 -1.560299 -0.1 0.0 -0.1
H -1.535464 -9.389573 0.137981 -0.1 0.4 0.3
C 0.693644 -2.726063 1.446427 -0.2 -0.6 1.0
C 0.452126 -1.932671 0.207091 -0.1 -0.7 -0.2
O 0.184133 -0.599036 0.501354 0.4 1.9 -0.7
C 0.233940 0.299509 -0.659168 -0.3 -0.4 1.0
C 0.272578 1.721106 -0.177764 -0.1 0.0 0.9
H 1.669971 -2.557492 1.900814 0.1 0.2 0.0
H -0.058834 -2.585417 2.222368 -0.1 0.4 0.0
H 0.621719 -3.792388 1.232251 0.2 -0.1 -0.2
H 1.343741 -2.072354 -0.404144 -0.1 0.3 -0.5
H -0.413009 -2.345425 -0.311823 0.1 -0.2 -0.4
H 1.118091 0.127697 -1.273056 0.0 -0.5 0.0
H -0.670180 0.192801 -1.258546 0.0 -0.5 -0.3
H -0.625089 1.989151 0.379402 -0.2 -0.1 -0.2
H 0.392433 2.413074 -1.011375 0.1 0.0 0.0
H 1.074468 1.822481 0.553544 0.3 0.3 -0.2
C -1.796388 -2.445204 -2.815896 0.1 0.6 0.5
C -0.630175 -1.995002 -3.685251 -0.1 -1.3 1.4
O 0.606823 -2.200719 -2.935554 -1.5 1.1 -1.4
C 1.702221 -1.754055 -3.736836 0.3 -1.5 1.3
C 2.920260 -1.871480 -2.834155 0.2 0.4 0.0
H -1.992141 -1.725247 -2.021257 0.0 0.3 0.0
H -2.698933 -2.503081 -3.424302 0.0 -0.2 0.1
H -1.600594 -3.366134 -2.266673 0.0 -0.3 -0.5
H -0.671228 -2.641669 -4.561743 0.5 0.1 -0.4
H -0.802710 -0.959015 -3.976925 0.4 0.2 -0.1
H 1.793094 -2.496698 -4.529506 0.1 0.4 -0.7
H 1.542813 -0.739331 -4.101557 0.0 0.1 -0.1
H 3.148750 -2.884645 -2.503422 -0.3 -0.2 -0.3
H 2.726336 -1.316722 -1.916155 0.2 0.3 -0.1
H 3.799843 -1.464508 -3.332973 0.0 -0.1 0.1
C -6.619914 -1.840016 4.596481 0.5 -0.8 0.2
C -5.684956 -0.867145 5.342117 -0.6 -0.2 -1.4
O -4.381730 -1.386900 5.583804 0.1 -0.1 0.9
C -3.539724 -1.647703 4.470740 -0.8 -1.2 0.1
C -2.318386 -2.451491 4.871843 0.6 1.1 0.4
H -7.644234 -1.557006 4.354058 0.1 0.8 0.4
H -6.216178 -2.134715 3.627852 0.2 -0.2 0.1
H -6.721592 -2.700228 5.258137 0.1 -0.4 -0.3
H -5.596798 0.028290 4.726883 0.0 0.5 0.3
H -6.176786 -0.689094 6.298410 0.6 0.4 0.1
H -4.112714 -2.304238 3.815957 0.0 0.5 -0.7
H -3.180138 -0.729606 4.006097 -0.4 0.2 -0.4
H -1.726455 -2.717688 3.996139 -0.4 -0.3 -0.2
H -2.514274 -3.313530 5.509517 -0.1 0.1 -0.2
H -1.654839 -1.747035 5.373398 0.1 -0.2 0.6
C -6.070202 -3.725027 -2.219874 -0.6 -1.0 0.1
C -5.438878 -2.654048 -1.382645 -0.2 0.4 0.8
O -4.688331 -3.107491 -0.242284 -0.6 -1.5 -1.6
C -3.973560 -2.113967 0.398244 1.2 -0.1 0.0
C -2.883556 -2.705580 1.277187 -0.1 0.1 0.7
H -6.414159 -3.323686 -3.173141 0.4 0.2 -0.1
H -5.409984 -4.570679 -2.412473 0.1 0.1 0.0
H -6.994675 -4.118608 -1.797333 0.1 -0.2 0.4
H -4.839096 -2.061259 -2.073267 0.4 0.3 0.4
H -6.244354 -2.050616 -0.964107 -0.1 0.6 -0.3
H -3.373148 -1.575851 -0.335262 -0.4 0.8 -0.3
H -4.667617 -1.470278 0.938655 0.2 0.4 0.2
H -2.097577 -3.225185 0.729143 -0.3 0.0 -0.3
H -3.243724 -3.375130 2.058270 -0.2 -0.1 -0.1
H -2.383206 -1.878898 1.781501 0.0 0.2 0.1
C 4.676353 -0.391134 4.761969 0.8 -0.8 0.0
C 3.419215 -0.529237 3.938301 1.1 -0.2 0.7
O 2.501707 0.408111 4.385315 -0.2 0.1 0.2
C 1.250918 0.293245 3.769657 -1.0 0.5 -0.1
C 0.224480 1.027553 4.612120 -0.2 0.6 -0.7
H 4.521420 -0.599985 5.820504 -0.2 0.5 0.0
H 5.360482 -1.180049 4.449416 0.1 -0.3 -0.2
H 5.260689 0.511733 4.584596 -0.4 0.3 0.2
H 3.728745 -0.431611 2.897739 -0.5 0.2 -0.4
H 3.035387 -1.535871 4.103998 -0.2 -0.3 -0.2
H 1.301991 0.717955 2.767106 -0.1 0.2 -0.3
H 0.909643 -0.727327 3.596263 0.4 -0.5 0.3
H -0.047956 0.526177 5.540828 0.2 0.1 0.0
H -0.676497 1.217932 4.028939 -0.2 -0.4 -0.1
H 0.574743 2.046144 4.779132 0.2 0.0 0.5
C 2.954001 8.853538 0.127068 -0.4 -0.3 0.3
C 3.692120 7.565094 -0.242459 0.1 0.5 -1.0
O 2.877333 6.836577 -1.170284 0.7 -0.6 0.4
C 3.475050 5.565205 -1.502331 -1.1 -0.3 0.0
C 2.442238 4.821989 -2.401606 0.9 -0.2 0.0
H 2.152227 8.549317 0.799900 -0.3 0.2 0.0
H 3.503141 9.626605 0.664578 0.5 -0.4 0.0
H 2.508851 9.378516 -0.718124 0.1 -0.4 -0.3
H 4.641264 7.728430 -0.752905 0.3 0.4 0.0
H 3.941582 6.967227 0.634140 -0.3 -0.2 0.3
H 4.490103 5.642486 -1.891955 -0.1 0.7 -1.1
H 3.757445 5.012398 -0.606362 -0.9 -0.3 0.6
H 1.516206 4.566098 -1.886741 0.0 0.5 0.2
H 2.790200 3.859886 -2.777623 0.5 -0.1 0.3
H 2.228618 5.358819 -3.325883 -0.2 0.4 0.3
C 1.971869 -7.688251 1.597756 0.4 -0.8 -0.2
C 2.185629 -6.521882 0.661125 -0.2 0.2 0.3
O 1.870565 -6.835410 -0.686468 0.0 -0.3 0.0
C 2.273190 -5.902407 -1.684439 0.8 -0.4 0.6
C 2.013366 -6.462238 -3.071737 -0.9 0.1 0.2
H 2.319844 -7.405378 2.591240 -0.3 0.1 0.1
H 0.971356 -8.117386 1.651884 -0.2 0.5 0.0
H 2.611080 -8.517981 1.296011 0.1 -0.1 -0.2
H 1.603083 -5.679185 1.033439 -0.3 0.3 -0.2
H 3.222301 -6.223608 0.817442 0.4 0.1 -0.6
H 1.879994 -4.909406 -1.466595 -0.7 0.1 -0.3
H 3.351231 -5.753429 -1.623288 0.4 -0.1 0.2
H 2.333288 -5.743618 -3.826280 0.2 -0.1 0.0
H 0.954349 -6.641001 -3.257827 -0.2 0.1 0.2
H 2.473772 -7.439388 -3.217685 0.4 0.2 0.1
C 3.645518 4.840881 3.209235 -0.8 -0.2 0.4
C 3.692120 3.322648 3.010560 0.2 1.4 -0.4
O 3.764199 3.230057 1.596759 0.9 -2.0 -0.3
C 4.063725 1.875190 1.120089 -0.9 1.6 -0.1
C 4.078227 1.937699 -0.366552 0.3 0.0 -1.4
H 3.393400 5.106615 4.235845 0.3 0.1 0.1
H 4.554292 5.340920 2.874283 0.2 -0.3 0.2
H 2.846427 5.252532 2.592724 -0.1 -0.1 0.0
H 4.567016 2.928398 3.527494 0.3 -0.3 -0.2
H 2.827238 2.776666 3.387375 -0.2 0.1 0.1
H 5.020428 1.484777 1.467060 0.0 0.1 0.5
H 3.231019 1.234808 1.410989 0.1 -0.3 0.4
H 4.206805 0.941960 -0.790910 -0.2 -0.2 0.0
H 4.887986 2.513608 -0.814575 0.4 0.2 0.4
H 3.192285 2.389650 -0.812593 -0.3 -0.2 0.3
```
Positions in Å, forces in eV/Å.

For the calculated total energy, the calculation gives -4167.301059 hartree. The orbital gap comes out at 9.6 eV. The calculation puts the LUMO energy at 0.521 eV. The largest force on an atom is 0.0646 hartree/bohr.